Molecular formula: C8H13Cl2N2P
Method: DFT, ωB97M-V with the def2-TZVPD basis set

```
26
Properties=species:S:1:pos:R:3:forces:R:3
C 0.4866 -1.6672 -0.5644 -0.609 3.114 1.399
C 2.1211 1.5034 0.4140 -1.773 -3.076 -0.424
C 1.9913 0.2911 1.4075 0.567 1.546 -0.291
C 1.6296 1.0669 -0.9937 -0.190 3.672 -0.592
C 0.5137 -0.0510 1.3653 0.298 -1.258 -0.353
C 0.1658 0.7566 -0.9651 -1.002 -1.508 -1.389
C -0.0451 -0.3905 -0.0199 -2.417 -1.956 0.664
C -2.2036 -1.9201 -0.6608 -2.159 -1.914 3.085
N 1.0829 -2.5058 -1.0305 1.136 -2.122 -0.994
N -1.7783 -0.8362 0.2757 3.460 2.146 -1.716
P -2.6170 0.6062 0.5383 2.275 0.107 -1.426
Cl -3.0165 1.5310 -1.2433 0.607 0.641 -0.716
Cl -4.3341 -0.1911 1.1026 -3.350 -1.979 2.022
H 1.4306 2.2246 0.7137 -0.565 1.851 0.784
H 3.1035 1.7826 0.3615 2.377 1.272 -0.047
H 2.7234 -0.3942 1.0334 0.025 -1.206 -0.077
H 2.3263 0.5522 2.4519 -0.531 -0.088 -1.009
H 1.6769 1.9639 -1.7292 0.419 -1.271 1.209
H 2.2638 0.3427 -1.3622 1.146 -1.892 -1.015
H 0.1610 -0.8252 2.0300 0.155 -0.116 0.468
H 0.1224 0.8990 1.6374 -1.262 0.603 0.455
H -0.2323 1.5883 -0.4569 -1.067 1.183 0.346
H -0.4083 0.6316 -1.9572 1.287 0.108 1.406
H -1.4269 -2.5761 -1.0271 0.405 0.488 -0.145
H -2.7615 -2.6021 0.0788 0.655 0.552 -1.082
H -2.9753 -1.7806 -1.3997 0.113 1.104 -0.563
```
Forces are in eV/Å.

Its multiplicity is 3. The lowest unoccupied orbital energy (alpha / beta) comes out at 0.5 / -3.3 eV. For the HOMO energy (alpha / beta), the calculation gives -4.7 / -10.0 eV. The value obtained for the electronic energy is -45815.2920 eV.

=====

Molecular formula: C8H13ClO4Pd
Method: DFT, ωB97M-V with the def2-TZVPD basis set

```
27
Properties=species:S:1:pos:R:3:forces:R:3
C -0.2393 -0.2710 -2.8971 2.164 2.023 -2.020
C -2.6453 1.1961 -2.7061 -2.780 0.485 -0.924
C -0.8570 -1.5218 -3.2171 0.921 -3.027 -1.742
H 0.8244 -0.3117 -2.6236 -0.457 -0.053 0.135
C -3.0598 0.2330 -1.7515 -3.534 -0.079 -1.353
H -3.0754 2.1930 -2.5389 0.168 -0.268 -0.100
H -0.7635 -1.5973 -4.3220 -0.126 0.364 -0.026
H -3.7506 0.6360 -1.0014 0.181 -0.231 -0.102
C -2.3338 -1.9053 -3.0390 -0.281 -0.416 -0.015
H -2.3724 -3.0006 -2.9263 -0.089 0.365 0.027
H -2.8511 -1.6940 -3.9858 0.099 -0.105 0.308
C -0.5184 0.7495 -4.0208 -0.436 0.318 1.468
H -0.1483 0.3975 -4.9892 0.078 -0.083 0.108
H -0.0260 1.6947 -3.7854 0.093 0.140 -0.218
C -2.0493 0.9854 -4.0834 -0.221 0.615 -0.478
H -2.5801 0.1987 -4.6309 0.268 0.111 0.138
H -2.2363 1.9247 -4.6227 0.065 -0.339 -0.075
C -3.1434 -1.2715 -1.9078 0.596 -0.183 0.393
H -4.1975 -1.5541 -2.0470 0.168 0.179 0.136
H -2.8248 -1.7237 -0.9571 -0.138 0.097 -0.056
Pd -1.2872 0.8743 -1.3856 4.563 0.233 3.327
H -0.0555 -2.2802 -3.0665 -1.214 -0.345 1.188
O 0.9822 1.6722 1.4403 -0.833 -0.501 -0.213
Cl -0.2337 0.9015 1.3856 -0.036 -0.030 -0.451
O -0.5196 0.2756 2.6363 -0.049 0.207 -0.530
O -1.3743 1.7581 0.9384 0.949 -0.675 0.246
O -0.1104 -0.1640 0.3020 -0.119 1.199 0.828
```
Forces are in eV/Å.

Its multiplicity is 3. The lowest unoccupied orbital energy (alpha / beta) comes out at 0.2 / -3.1 eV. For the HOMO energy (alpha / beta), the calculation gives -7.6 / -10.1 eV. The value obtained for the energy above the lowest of the compared OMol25 structures with the same formula, charge and spin is 27.6 kcal/mol. The value obtained for the electronic energy is -32686.6141 eV.

=====

Molecular formula: C8H13F3N
Method: DFT, ωB97M-V with the def2-TZVPD basis set

```
25
Properties=species:S:1:pos:R:3:forces:R:3
F 3.4918 -1.9806 0.7006 0.981 0.095 -0.600
C 2.9658 -1.0635 -0.0859 0.050 -0.218 0.132
F 2.4393 -1.6346 -1.1659 -0.998 -0.061 0.532
C 3.0058 0.2531 0.1463 0.002 0.066 -0.364
F 4.1732 0.7560 0.5857 -0.249 -0.119 1.319
C 1.8936 1.2472 0.1169 0.306 0.117 -1.377
C 0.5688 0.6993 -0.4508 -0.132 0.520 0.557
C -0.5796 0.5981 0.5833 -1.029 -0.128 -1.259
C -0.8866 -0.8869 0.9459 0.488 0.129 -0.150
C -2.0697 -1.3257 0.0544 -0.261 0.753 0.657
N -2.1997 -0.1993 -0.9544 0.447 -0.716 -0.539
C -1.8826 0.9952 -0.1264 -0.535 0.292 0.817
H 2.1968 2.1085 -0.4839 0.027 0.070 0.098
H 1.7676 1.6265 1.1336 0.039 -0.170 0.076
H 0.7027 -0.2713 -0.9244 0.131 0.010 -0.014
H 0.2449 1.3807 -1.2416 0.099 0.027 -0.024
H -0.5180 1.3007 1.4114 0.540 -0.312 0.231
H -0.0048 -1.4773 0.7076 -0.004 -0.150 0.308
H -1.1489 -1.0190 1.9915 0.059 -0.076 0.012
H -2.9710 -1.2380 0.6564 -0.188 -0.442 -0.184
H -1.9893 -2.2898 -0.4333 0.003 0.006 -0.052
H -1.4983 -0.3807 -1.6773 0.083 0.424 -0.015
H -3.0923 -0.1770 -1.4476 -0.149 0.053 0.291
H -2.6971 1.0282 0.6022 -0.004 0.058 -0.001
H -1.9124 1.9502 -0.6441 0.297 -0.226 -0.451
```
Forces are in eV/Å.

The SMILES is FC(F)=C(F)CC[C@@H]1CC[NH2+]C1. The total charge is +1. The lowest unoccupied orbital energy comes out at -3.4 eV. For the HOMO energy, the calculation gives -11.8 eV. The value obtained for the electronic energy is -18140.6219 eV.

=====

Molecular formula: C8H13F3O6Pb
Method: DFT, ωB97M-V with the def2-TZVPD basis set

```
31
Properties=species:S:1:pos:R:3:forces:R:3
Pb -0.9381 -0.6043 -1.2122 -0.331 -0.396 -3.340
O -0.6689 1.8349 -1.7074 -0.322 -0.987 -0.455
C -1.4921 2.1456 -2.8096 0.344 0.215 1.448
C -1.7500 1.0327 -3.8489 0.501 -0.938 -0.430
O -2.1339 -0.2270 -3.3867 -0.083 1.273 0.519
H -1.0608 3.0626 -3.2464 0.034 -0.043 -0.890
H -2.4576 2.5095 -2.4162 -0.536 -0.199 -0.071
H -0.8469 0.9310 -4.4844 0.750 0.025 0.242
H -2.4159 1.4154 -4.6463 -0.775 0.402 0.211
O -1.3211 -0.1119 0.7833 -1.148 -0.331 1.317
C -2.0289 -1.1146 1.4657 -0.046 0.198 1.371
C -2.8615 -2.2007 0.7247 0.032 1.097 -2.079
O -2.2960 -2.6054 -0.4707 0.549 0.006 0.711
H -2.7329 -0.5946 2.1407 -0.203 -0.145 0.243
H -1.3351 -1.6512 2.1407 0.212 -0.183 0.034
H -3.8325 -1.7537 0.4436 -0.444 0.395 0.402
H -3.1433 -3.0053 1.4240 0.389 -0.251 0.420
C 2.1014 2.0021 2.6650 1.052 -0.168 0.182
C 1.5876 1.0383 1.5873 -0.800 0.896 1.351
O 2.5385 -0.0245 1.4686 1.788 0.093 0.774
C 2.3897 -0.8796 0.5051 -2.795 -0.544 -0.524
O 1.4398 -0.9154 -0.2368 1.848 0.060 0.210
C 3.3545 -2.0548 0.4287 0.482 1.075 -0.086
F 2.6854 -3.1961 0.3777 0.419 -0.024 -0.007
F 4.0930 -1.8895 -0.6892 -0.046 -0.525 -0.066
F 4.2210 -2.0726 1.4489 0.132 -0.431 0.335
H 3.1421 2.2960 2.4951 -0.118 0.360 -0.548
H 2.2104 1.5817 3.6687 -0.572 -0.545 -0.095
H 1.4793 2.8871 2.7843 -0.084 -0.031 -0.373
H 1.4228 1.5358 0.6327 -0.075 -0.177 -0.079
H 0.6498 0.6284 1.9699 -0.154 -0.177 -0.727
```
Forces are in eV/Å.

The total charge is -2. The lowest unoccupied orbital energy comes out at 4.8 eV. For the HOMO energy, the calculation gives 0.8 eV. The value obtained for the electronic energy is -34188.6293 eV.

=====

Molecular formula: C8H13FN2O2S
Method: DFT, ωB97M-V with the def2-TZVPD basis set

```
27
Properties=species:S:1:pos:R:3:forces:R:3
C -0.9697 1.3218 1.0995 0.526 -0.107 0.311
C -1.5978 0.7448 -0.0425 -0.851 -0.165 -0.604
C 0.2571 0.7381 1.1977 -0.367 0.671 0.457
C -0.6935 -0.1644 -0.5697 -0.398 0.087 -0.375
C 2.3916 -3.3392 0.8563 -0.149 0.107 0.037
C 1.3080 -2.2837 1.0133 0.177 0.030 -0.245
C 1.5238 -1.1036 0.0600 0.127 -0.468 0.271
C -2.9507 3.8968 -1.7720 0.162 -1.384 0.576
N 0.4403 -0.1618 0.1740 0.112 -0.028 -0.242
N -4.2141 4.1850 -2.1707 -0.174 0.402 -0.409
O 1.2711 0.9150 2.0911 0.040 -0.253 -0.271
O -0.8401 -0.9587 -1.6484 0.487 0.065 0.492
F -2.0259 3.8327 -2.7261 -0.089 0.289 -0.246
S -3.1548 0.9730 -0.7182 0.345 0.538 -0.043
H -1.3893 2.0660 1.7459 -0.055 0.146 0.158
H 2.3862 -3.7412 -0.1560 0.063 -0.071 -0.053
H 2.2239 -4.1590 1.5520 0.083 -0.070 0.001
H 3.3735 -2.9116 1.0523 0.118 -0.044 0.015
H 0.3304 -2.7248 0.8059 -0.038 0.062 0.042
H 1.2996 -1.9026 2.0345 -0.084 0.006 0.057
H 1.5514 -1.4484 -0.9754 0.092 0.069 0.068
H 2.4570 -0.5901 0.3025 -0.031 -0.045 -0.126
H -2.5848 4.1397 -0.7920 0.006 0.183 0.104
H -4.9311 4.0307 -1.4760 0.114 -0.033 -0.098
H -4.4544 3.8676 -3.1016 -0.032 -0.057 0.200
H 1.0081 1.5984 2.7164 -0.023 -0.050 -0.067
H -1.7329 -0.7747 -1.9821 -0.162 0.119 -0.009
```
Forces are in eV/Å.

The lowest unoccupied orbital energy (alpha / beta) comes out at 0.7 / -0.8 eV. For the HOMO energy (alpha / beta), the calculation gives -6.8 / -6.0 eV. The value obtained for the energy above the lowest of the compared OMol25 structures with the same formula, charge and spin is 0.7 kcal/mol. The value obtained for the electronic energy is -29132.4408 eV.

=====

Molecular formula: C8H13LaNO
Method: DFT, ωB97M-V with the def2-TZVPD basis set

```
24
Properties=species:S:1:pos:R:3:forces:R:3
C -0.4600 1.0666 -2.1826 1.007 2.127 0.963
C 0.9756 1.1871 -1.9607 -2.110 1.568 0.965
C 1.1706 2.2048 -0.9390 -1.500 -0.777 -0.730
C -0.1249 2.6763 -0.5110 0.269 -1.390 -1.591
C -1.1344 1.9717 -1.2638 2.079 0.240 -1.118
La -0.3587 -0.2223 0.1685 -1.342 4.371 1.103
N -2.4272 -0.5549 -0.6116 -1.030 -5.107 -2.071
C 0.1938 -2.5214 -0.1923 4.083 2.510 4.280
C 1.3408 -2.1340 -0.9003 0.226 -0.552 0.387
H 2.1163 2.6255 -0.6494 0.205 -0.110 0.258
H 1.7301 0.6895 -2.5254 0.451 -0.225 -0.218
H -0.3169 3.4855 0.1721 0.042 0.010 0.252
H -2.1994 2.1012 -1.1979 -0.069 -0.110 0.096
H -0.9480 0.4536 -2.9103 -0.165 -0.297 -0.078
H 1.2149 -1.8137 -1.9418 0.061 -1.307 -0.182
H -0.0609 -2.1518 1.0943 1.516 -3.022 -2.888
H -2.8778 -1.6905 -1.0322 1.245 4.142 2.045
H 2.3873 -2.3959 -0.6150 -0.668 1.729 0.580
H -0.2201 -3.2889 -0.6060 -4.456 -3.710 -2.508
C 0.0066 -0.3153 3.7793 -0.181 -0.758 -1.233
O -0.1161 -0.6091 2.4133 0.283 0.537 0.642
H 0.9308 -0.7778 4.1445 -0.023 0.049 0.484
H -0.8673 -0.7490 4.2748 0.093 0.086 0.586
H 0.0449 0.7628 3.9925 -0.015 -0.005 -0.025
```
Forces are in eV/Å.

The total charge is -1. The lowest unoccupied orbital energy (alpha / beta) comes out at 2.1 / 2.1 eV. For the HOMO energy (alpha / beta), the calculation gives -2.5 / -2.3 eV. The value obtained for the energy above the lowest of the compared OMol25 structures with the same formula, charge and spin is 144.0 kcal/mol. The value obtained for the electronic energy is -12897.0229 eV.

=====

Molecular formula: C8H13N
Method: DFT, ωB97M-V with the def2-TZVPD basis set

```
22
Properties=species:S:1:pos:R:3:forces:R:3
C -1.7972 0.2160 -0.2327 -1.499 2.997 0.600
C 0.2565 -1.0091 0.4166 4.424 -1.781 2.165
C -1.1624 -0.8145 0.3108 -3.207 -3.946 3.225
C 0.1123 0.5127 -0.9668 8.960 -1.814 -7.349
C 1.2250 0.1544 -0.0730 -1.804 -1.083 0.144
C -3.3104 0.4205 -0.2640 0.766 0.237 1.868
C 2.5074 -0.4751 -0.5868 -1.262 -1.705 1.807
C 1.5394 1.2091 0.9770 -0.071 -1.090 -0.629
N -0.9336 1.1592 -0.7334 -6.831 2.219 1.058
H 0.7647 -1.0558 1.4569 -1.818 -1.033 -0.686
H 0.5490 -1.9758 -0.1437 -0.401 1.284 0.881
H -1.8619 -1.5980 0.8247 1.533 1.243 -0.909
H 0.0491 -0.2649 -1.8587 0.214 1.705 1.293
H -3.6451 -0.3262 -0.9153 -0.901 -0.602 -1.736
H -3.5855 1.4531 -0.5099 0.102 -0.504 -0.256
H -3.8550 0.1103 0.6622 0.840 0.533 -0.238
H 3.0485 -0.8294 0.3636 -0.305 0.620 -1.535
H 3.0120 0.2394 -1.1536 1.378 0.981 -0.801
H 2.2889 -1.3768 -1.1792 0.212 0.382 -0.026
H 0.6355 1.7641 1.0873 -0.340 0.934 0.511
H 2.3852 1.8021 0.6206 -0.254 0.183 0.268
H 1.7777 0.6848 1.8975 0.265 0.240 0.345
```
Forces are in eV/Å.

Its multiplicity is 3. The lowest unoccupied orbital energy (alpha / beta) comes out at 0.9 / -1.1 eV. For the HOMO energy (alpha / beta), the calculation gives -5.4 / -9.5 eV. The value obtained for the energy above the lowest of the compared OMol25 structures with the same formula, charge and spin is 0.0 kcal/mol. The value obtained for the electronic energy is -9990.7656 eV.

=====

Molecular formula: C8H13N2O
Method: DFT, ωB97M-V with the def2-TZVPD basis set

```
24
Properties=species:S:1:pos:R:3:forces:R:3
N -1.8058 1.2199 1.4909 0.128 1.580 0.991
C -0.9013 0.5471 0.6517 0.820 0.110 3.201
C 0.4308 0.5215 0.9252 -2.225 0.620 0.903
C 1.2837 -0.4634 0.2946 0.540 0.428 -2.159
C 2.7577 -0.1023 0.1598 -0.167 2.097 0.482
C 2.8617 1.2054 -0.5830 1.442 2.002 -1.676
O 2.2192 2.2392 -0.4710 0.376 -2.061 0.332
C 0.6621 -0.8391 -1.0645 -1.028 -1.013 -1.144
C -0.6908 -0.8934 -1.3452 2.927 0.997 0.492
C -1.5778 -0.0306 -0.4857 -0.179 -1.688 -2.536
N -2.8439 -0.9476 -0.1839 1.683 0.327 2.564
H -1.3380 1.7769 2.2495 -1.029 -1.002 -1.037
H -2.6639 0.7460 1.7974 0.929 0.407 -0.058
H 0.8228 1.1627 1.7354 -0.352 -0.542 -0.407
H 1.2327 -1.3704 0.8290 -0.093 -1.293 0.973
H 3.2944 -0.8063 -0.4147 0.472 -1.043 -0.638
H 3.4165 0.0909 1.0574 -1.222 -0.491 -0.274
H 3.7337 1.2106 -1.3444 -0.927 0.036 0.808
H 1.3924 -1.1577 -1.8520 -0.838 -0.199 0.827
H -1.0605 -1.3716 -2.2642 0.181 0.596 0.327
H -1.9977 0.8152 -1.0107 -0.361 0.075 -0.584
H -3.6489 -0.4340 0.1545 -0.264 0.138 0.039
H -2.4632 -1.5406 0.5812 -0.727 0.172 -0.332
H -3.1161 -1.5785 -0.9074 -0.086 -0.252 -1.092
```
Forces are in eV/Å.

The SMILES is NC1=C[C@H](CC=O)C=C[C@H]1[NH3+]. The total charge is +1. The lowest unoccupied orbital energy comes out at -3.7 eV. For the HOMO energy, the calculation gives -11.8 eV. The value obtained for the energy above the lowest of the compared OMol25 structures with the same formula, charge and spin is 60.4 kcal/mol. The value obtained for the electronic energy is -13525.5432 eV.

=====

Molecular formula: C8H13N2O
Method: DFT, ωB97M-V with the def2-TZVPD basis set

```
24
Properties=species:S:1:pos:R:3:forces:R:3
C -1.7469 -1.5980 0.5943 2.369 1.453 -2.723
C -0.3281 -3.2016 0.5772 0.760 3.314 -1.921
C -0.7696 -1.2877 -0.3308 0.265 -3.156 1.168
C -1.4434 0.7616 -1.9612 -2.302 -0.549 1.043
C -0.3103 0.0383 -2.5695 2.934 0.378 -1.880
C -0.6788 -0.2431 -1.2267 1.885 0.763 1.637
C 1.8262 1.8267 2.0522 -2.003 -1.019 2.207
C 0.5462 1.4309 1.3366 0.605 -0.287 -3.186
N 0.1832 -2.3768 -0.2651 -1.061 1.127 -0.688
N 0.9917 0.6320 0.1365 -1.084 0.289 -1.450
O -1.4575 -2.7374 1.1409 -1.377 -1.900 1.793
H -2.5622 -0.9729 0.7117 -1.937 0.284 1.209
H 0.1663 -4.0870 0.7296 0.203 -2.265 1.313
H -1.3042 1.7952 -1.6326 -0.433 -0.282 -0.360
H -2.4904 0.2900 -2.0961 1.498 1.591 -0.193
H -0.4725 -0.7695 -3.2153 -0.842 -1.304 -0.890
H 0.6662 0.4437 -3.0238 -1.489 0.120 1.513
H 1.4592 2.5033 2.7955 0.443 0.481 1.016
H 2.4729 1.0400 2.5120 -1.075 0.236 -0.358
H 2.4228 2.3553 1.4239 1.730 1.688 -1.974
H -0.1279 2.3161 0.8848 1.674 -1.881 1.436
H -0.0540 0.6790 1.7943 -0.784 0.073 1.286
H 1.7503 -0.0448 0.2625 -0.521 0.114 0.385
H 1.2609 1.2066 -0.6308 0.542 0.735 -0.380
```
Forces are in eV/Å.

The total charge is +1. The lowest unoccupied orbital energy comes out at -5.1 eV. For the HOMO energy, the calculation gives -13.2 eV. The value obtained for the energy above the lowest of the compared OMol25 structures with the same formula, charge and spin is 111.0 kcal/mol. The value obtained for the electronic energy is -13523.3516 eV.